Record 1
Density functional theory data (wB97M-V/def2-TZVPD) for a structure of composition C21H56Ag2N4O8.

XYZ file:
```
91
Properties=species:S:1:pos:R:3:lowdin_charge:R:1
Ag 1.502 -6.456 1.963 0.977
Ag -2.553 -5.877 -2.084 0.927
C 1.594 -7.894 -2.679 -0.153
O 0.830 -7.459 -1.568 -0.105
H 2.546 -7.370 -2.769 0.088
H 1.672 -8.980 -2.641 0.114
H 1.088 -7.664 -3.617 0.080
C -0.035 -0.780 0.263 0.036
C -0.138 -2.241 0.722 -0.605
O -0.919 -3.059 0.208 0.068
O 0.683 -2.624 1.633 0.223
H 0.962 -0.510 -0.087 0.094
H -0.261 -0.127 1.106 0.094
H -0.669 -0.443 -0.557 0.097
C 0.390 5.846 -2.517 -0.089
C -0.319 6.563 -1.391 -0.404
C -1.055 7.823 -1.909 -0.167
O -0.151 8.713 -2.614 -0.199
C -0.614 10.024 -2.803 -0.128
N -1.364 5.606 -0.948 0.011
H 0.967 4.992 -2.163 0.073
H 1.005 6.524 -3.109 0.076
H -0.294 5.471 -3.278 0.081
H 0.370 6.812 -0.584 0.137
H -1.497 8.412 -1.105 0.122
H -1.804 7.526 -2.642 0.123
H -1.377 10.210 -3.559 0.085
H 0.214 10.657 -3.121 0.087
H -0.936 10.470 -1.862 0.083
H -0.891 4.716 -1.010 0.047
H -2.175 5.629 -1.550 0.061
C 4.583 -2.791 -3.152 -0.075
C 6.074 -3.167 -3.287 -0.397
C 6.999 -2.225 -2.391 -0.192
O 8.414 -2.509 -2.439 -0.173
C 9.233 -1.511 -1.877 -0.113
N 6.286 -4.581 -2.911 0.026
H 4.034 -3.114 -4.037 0.071
H 4.379 -1.726 -3.260 0.071
H 4.055 -3.115 -2.255 0.061
H 6.490 -3.076 -4.291 0.134
H 6.557 -2.295 -1.398 0.114
H 6.681 -1.232 -2.708 0.111
H 10.208 -1.420 -2.356 0.090
H 9.449 -1.716 -0.829 0.086
H 8.806 -0.513 -1.976 0.085
H 5.683 -4.743 -2.118 0.042
H 7.228 -4.594 -2.549 0.060
C 4.657 -0.154 3.954 -0.068
C 3.679 0.068 5.105 -0.443
C 2.693 1.218 4.815 -0.244
O 3.325 2.447 4.915 -0.148
C 2.400 3.474 4.729 -0.121
N 2.978 -1.176 5.352 0.032
H 5.314 -1.017 4.057 0.075
H 5.311 0.717 3.910 0.079
H 4.242 -0.184 2.946 0.067
H 4.243 0.263 6.017 0.148
H 1.911 1.191 5.573 0.121
H 2.212 1.008 3.860 0.119
H 2.834 4.446 4.960 0.095
H 1.539 3.494 5.397 0.089
H 2.047 3.461 3.697 0.089
H 2.313 -1.228 4.594 0.051
H 2.409 -0.797 6.096 0.064
C -5.385 -1.794 -2.163 -0.063
C -6.259 -2.705 -1.326 -0.454
C -7.760 -2.293 -1.215 -0.195
O -8.345 -3.116 -0.222 -0.189
C -9.579 -2.598 0.220 -0.112
N -6.160 -4.027 -1.891 0.032
H -5.989 -1.567 -3.042 0.085
H -4.409 -2.176 -2.465 0.064
H -5.286 -0.866 -1.602 0.081
H -5.965 -2.750 -0.278 0.134
H -8.266 -2.473 -2.164 0.128
H -7.960 -1.247 -0.984 0.127
H -10.351 -2.560 -0.548 0.096
H -9.502 -1.679 0.801 0.092
H -10.027 -3.222 0.994 0.089
H -6.848 -4.572 -1.391 0.069
H -6.557 -3.942 -2.816 0.075
C -4.183 -0.150 3.558 -0.095
C -5.017 0.991 3.012 -0.344
O -5.185 1.941 4.026 -0.060
H -4.001 -0.901 2.790 0.054
H -4.639 -0.591 4.445 0.080
H -3.158 0.107 3.827 0.064
H -5.997 0.658 2.669 0.107
H -4.601 1.453 2.117 0.107
H -4.611 2.668 3.774 0.088
```

## Properties
E_LUMO (spin up / spin down)	-9.231 / -9.279	eV
total charge	+2
2S+1	3
relative energy (zero: lowest compared OMol25 entry of this formula, charge and spin)	0.0	kJ/mol
frontier orbital gap (spin up / spin down)	2.60 / 2.55	eV

***

Record 2
Density functional theory data (wB97M-V/def2-TZVPD) for a structure of composition C29H36BFI3N5O5PtS.

XYZ file:
```
82
Properties=species:S:1:pos:R:3:lowdin_charge:R:1
C -0.009 -5.744 0.454 -0.053
C 0.167 -4.623 -0.597 -0.217
N 0.372 -3.338 0.088 -0.095
C 0.161 -2.192 -0.802 -0.147
C -1.368 -1.999 -0.987 -0.080
C -1.868 -0.681 -0.470 -0.009
C -3.112 -0.758 0.319 -0.069
N -3.707 -1.950 0.511 0.210
C -3.486 -2.629 1.582 -0.316
C -2.270 -2.468 2.445 0.035
C -4.478 -3.658 2.023 0.012
C -3.740 0.373 0.929 -0.053
C -5.005 0.249 1.759 -0.067
C -4.723 0.770 3.161 -0.239
N -5.283 1.821 3.564 0.134
C -3.109 1.574 0.747 -0.238
O -3.592 2.695 1.290 0.113
C -1.887 1.654 -0.023 -0.288
C -1.258 0.534 -0.657 -0.172
N -0.079 0.711 -1.448 -0.012
C -0.345 1.435 -2.758 -0.126
C -1.767 1.353 -3.283 -0.137
C -2.172 -0.070 -3.698 -0.201
F -3.469 -0.355 -3.361 -0.012
C 0.897 1.498 -0.740 -0.181
C 2.228 1.082 -0.694 -0.132
N 2.615 -0.096 -1.281 0.202
C 3.155 1.913 -0.021 -0.136
O 4.449 1.505 0.035 0.195
B 5.264 1.829 -1.055 -0.787
O 4.749 2.360 -2.231 0.195
O 6.573 1.514 -0.925 0.240
C 2.803 3.117 0.588 -0.302
C 3.817 3.928 1.290 -0.803
I 4.186 3.243 3.263 0.945
C 4.447 4.973 0.757 -0.769
C 4.183 5.443 -0.655 -0.116
I 5.854 6.068 1.901 0.982
C 1.463 3.505 0.545 -0.623
I 0.835 5.295 1.431 1.088
C 0.546 2.691 -0.110 -0.460
S -1.141 3.154 -0.158 1.234
C 1.630 -3.219 0.758 -0.482
C 2.812 -4.112 0.467 0.025
O 1.725 -2.380 1.612 0.096
H 0.116 -5.363 1.466 0.076
H 0.695 -6.559 0.307 0.080
H -1.014 -6.156 0.383 0.071
H -0.748 -4.599 -1.185 0.113
H 0.973 -4.875 -1.289 0.109
H 0.590 -2.376 -1.794 0.132
H 0.613 -1.344 -0.309 0.090
H -1.809 -2.774 -0.369 0.099
H -1.707 -2.213 -1.999 0.127
H -2.182 -3.300 3.136 0.101
H -1.354 -2.462 1.845 0.084
H -2.295 -1.518 2.983 0.101
H -3.931 -4.564 2.273 0.099
H -5.240 -3.809 1.265 0.099
H -4.951 -3.255 2.921 0.111
H -5.819 0.816 1.316 0.143
H -5.280 -0.795 1.857 0.106
H -4.002 0.215 3.772 0.117
H -4.983 2.045 4.513 0.072
H -2.886 3.224 1.687 0.120
H 0.324 1.019 -3.514 0.138
H -0.071 2.490 -2.693 0.119
H -1.785 1.940 -4.203 0.129
H -2.512 1.820 -2.640 0.113
H -2.045 -0.166 -4.776 0.133
H -1.460 -0.766 -3.256 0.091
H 1.967 -0.409 -1.989 0.098
H 3.562 -0.083 -1.635 0.118
H 4.458 3.265 -2.060 0.086
H 7.137 2.229 -1.240 0.130
H 4.965 5.074 -1.322 0.087
H 4.281 6.527 -0.677 0.071
H 3.183 5.138 -0.957 0.074
H 2.849 -4.860 1.258 0.104
H 2.802 -4.573 -0.515 0.076
H 3.711 -3.508 0.549 0.095
Pt 6.789 8.512 1.329 -0.096
```

## Properties
E_LUMO	-10.031	eV
total charge	+2
frontier orbital gap	1.54	eV

***

Record 3
Density functional theory data (wB97M-V/def2-TZVPD) for the molecule C6H6O.

XYZ file:
```
13
Properties=species:S:1:pos:R:3:lowdin_charge:R:1
C -1.112 1.546 -1.689 0.113
C -1.000 0.497 -1.110 -0.153
C -0.879 -0.778 -0.403 -0.139
C 0.405 -0.967 0.471 -0.389
O 0.069 -1.444 1.761 -0.029
C 1.235 0.245 0.536 -0.087
C 1.905 1.243 0.583 0.136
H -1.196 2.481 -2.198 0.026
H -1.732 -0.903 0.273 0.122
H -0.942 -1.597 -1.126 0.120
H 1.009 -1.767 0.035 0.147
H -0.253 -0.690 2.274 0.102
H 2.492 2.135 0.593 0.032
```

## Properties
E_LUMO	0.903	eV
relative energy (zero: lowest compared OMol25 entry of this formula, charge and spin)	387.6	kJ/mol
SMILES	C#CC[C@H](O)C#C
frontier orbital gap	10.89	eV

***

| no. | E (Ha) |
| --- | --- |
| 1 | -1947.57041 |
| 2 | -3311.27555 |
| 3 | -307.31581 |